No. 1
ORCA calculation (ωB97M-V/def2-TZVPD) on 2 unconnected molecules or ions with the total composition C4H12.

Its SMILES is CC.CC. The value obtained for the total energy is -159.56085 a.u. The calculation puts the LUMO energy at 1.11 eV. As for the charge: 0.

Last column: natural (NBO) charge in e.
Element x y z (Å)
C -0.2841 1.3525 -1.2633  -0.5955
C 0.9577 -2.1253 1.5161  -0.6192
C 1.0170 -0.5825 1.4646  -0.6144
C -1.6749 1.2810 -1.8632  -0.6080
H 0.7427 -2.4576 2.5404  0.2040
H -0.1326 0.5493 -0.5327  0.1899
H -2.4945 1.4303 -1.1607  0.2057
H -0.1595 2.2299 -0.6278  0.2007
H 0.4872 -0.1239 0.6472  0.1996
H 0.5210 1.2902 -1.9871  0.2065
H 1.9904 -0.1538 1.7004  0.2085
H -1.8419 2.0745 -2.6005  0.2008
H 0.1890 -2.5051 0.8634  0.2107
H -1.7683 0.3416 -2.3948  0.2019
H 0.4756 -0.1179 2.3054  0.1990
H 1.9753 -2.4831 1.3924  0.2098



No. 2
ORCA calculation (ωB97M-V/def2-TZVPD) on 15 unconnected molecules or ions with the total composition C32H68Br6F2N10O26S2.

The value obtained for the total energy is -20203.35577 a.u. The calculation puts the LUMO energy at 2.87 eV. As for the charge: -2.

Last column: Löwdin charge in e.
Element x y z (Å)
Br -3.4865 6.0907 -4.6467  0.6128
Br -5.1541 -6.3438 2.3339  0.5757
Br -2.8624 -3.6730 3.0771  0.6962
Br -1.5539 4.4412 -0.8335  0.7026
Br -0.1357 2.8205 -4.8275  0.6725
Br -3.0692 1.6723 -1.6239  0.6782
S -1.2241 3.1676 3.0163  0.5148
S -1.8697 2.1136 5.0633  0.4634
F 0.1393 3.3852 2.2035  -0.2127
F -1.3057 1.8681 6.5586  -0.2019
O -6.2423 1.9332 1.2026  0.0433
O -1.0099 -3.7312 6.3721  0.0423
O 8.2419 0.5961 -1.4050  0.0332
O -2.9738 -2.9795 6.8280  0.0237
O 4.6629 -1.3691 0.9648  -0.0641
O 5.1445 3.4975 1.6858  0.0920
O -1.9137 2.2699 2.1329  -0.3208
O 0.2170 -5.6341 -5.2311  0.0619
O 9.2440 1.5446 0.2359  0.0561
O 4.1195 3.5505 -0.1844  -0.0018
O 1.5761 0.1216 5.1274  -0.0056
O -7.8518 1.8843 2.6295  0.0551
O 6.0491 -3.0153 -3.8528  0.0386
O -2.8711 3.1038 5.3572  -0.2986
O 2.2656 6.0469 -2.9020  0.0705
O -5.0761 -4.2697 -1.8479  -0.1433
O 2.2500 -0.1810 -4.6006  0.0325
O -1.5493 -0.3654 0.8418  -0.2276
O 4.1423 -2.3480 -3.1006  0.0350
O 2.3811 1.9146 3.3386  -0.0169
O -1.6845 4.5255 3.1395  -0.2886
O 3.2354 -0.9685 -6.3538  0.0656
O -0.6778 -3.9909 -4.2696  0.0669
O 3.6977 -3.2520 2.6868  -0.0504
O 3.0455 4.9249 -4.5383  0.0372
O -2.3265 0.8002 4.6852  -0.3216
N 2.8938 -0.0503 -5.6333  -0.4338
N -0.4844 2.5339 4.3981  -0.1988
N 4.1581 3.6613 1.0370  -0.4197
N 0.1677 -4.8334 -4.3535  -0.4712
N 5.3524 -2.5030 -2.9832  -0.4254
N -6.6762 1.9437 2.3420  -0.4370
N 8.2830 0.9974 -0.2607  -0.4468
N -1.8103 -2.8199 6.4806  -0.4396
N 1.0879 0.0622 -0.3736  -0.2204
N 3.1379 5.4111 -3.4376  -0.4547
C 2.7423 0.7455 3.1433  -0.3594
C -3.5513 -6.4064 3.4678  -0.6627
C -4.0071 3.1032 -0.6529  -0.6310
C -4.4414 -3.1584 -1.2606  -0.2848
C 2.9318 4.1571 1.7192  0.0400
C 3.3745 -2.0556 2.8779  -0.4309
C 3.3194 1.3327 -6.0078  0.0427
C -0.3936 -0.3927 1.6677  -0.1593
C -3.4394 -5.1227 4.2596  -0.6696
C 6.0741 -1.8764 -1.8526  0.0416
C 7.0046 0.9163 0.5012  0.0466
C -6.8471 -5.8585 -1.8250  -0.0797
C 0.8333 -0.7667 0.8647  -0.0611
C -2.5740 4.3544 -4.8115  -0.6747
C 2.4867 -0.2082 -0.8308  0.0170
C 0.9322 1.4921 -0.0764  -0.1614
C 3.9324 -1.0274 1.9246  -0.4052
C 3.5722 0.3156 2.0730  -0.0651
C 1.2006 -4.9623 -3.2670  0.0753
C 2.5134 -1.7010 3.9120  -0.0115
C -3.0360 -2.9587 -1.7821  -0.0708
C 0.1508 -0.3585 -1.4733  -0.1743
C -6.3118 -4.5557 -1.2532  -0.3161
C -1.0991 4.5185 -4.9209  -0.6899
C 1.1761 2.4692 -1.2358  -0.1011
C -1.3786 -1.4505 6.1097  0.0354
C -3.4893 4.4517 -1.1035  -0.6185
C -2.7562 -0.2547 1.5766  -0.1245
C 4.3249 5.0949 -2.6154  0.0317
C 2.2162 -0.3214 4.1826  -0.3903
C 0.1152 -1.8304 -1.8012  -0.0539
C -5.6574 2.0142 3.4382  0.0664
H 2.1125 3.4794 1.5066  0.0448
H 2.1569 2.3595 -1.7081  0.0691
H 6.1737 -0.8150 -2.0622  0.0892
H -0.1198 -2.3139 -0.8574  0.0811
H 0.9596 -1.8220 0.6556  0.1394
H -0.0915 1.6725 0.2544  0.1053
H 1.6756 -0.4849 1.5038  0.0926
H 5.2325 5.4499 -3.1063  0.1013
H -0.5950 -2.0896 -2.5799  0.0626
H -5.0603 2.9235 -0.8367  0.0466
H 2.7616 5.1497 1.3132  0.1056
H 6.9946 -2.4240 -1.7265  0.0980
H -6.9816 -5.8226 -2.9051  0.0701
H 4.2481 5.5445 -1.6412  0.0841
H -7.8044 -6.0995 -1.3630  0.0698
H -0.7241 5.1605 -4.1199  0.0435
H 2.1175 -4.5485 -3.6832  0.1008
H -0.8000 0.0409 -1.1218  0.0630
H 4.4143 4.0135 -2.6363  0.0922
H 0.4065 2.3826 -1.9998  -0.0024
H -1.7863 -0.7708 6.8489  0.0924
H 1.1754 3.4973 -0.8774  0.0461
H -0.2804 0.5711 2.1754  0.1084
H -3.8146 5.2605 -0.4585  0.0620
H 1.2290 -6.0452 -3.2109  0.0975
H 6.1906 1.0702 -0.1960  0.0856
H 3.8252 1.0150 1.2785  0.0758
H -2.4171 -3.7834 -1.4220  0.0833
H -5.7801 1.1211 4.0389  0.1086
H 0.8867 -4.3934 -2.4059  0.0775
H 2.6446 -1.2797 -0.7332  0.1042
H 0.3778 0.2467 -2.3533  0.1111
H -2.7743 -6.4899 2.7191  0.0346
H -0.5188 -1.1419 2.4625  0.1363
H 4.3861 1.3372 -6.1997  0.0975
H -6.1010 -6.6277 -1.6142  0.0736
H -3.5178 0.0979 0.8895  0.0608
H 2.7271 1.5813 -6.8818  0.0980
H -4.6683 2.0332 2.9903  0.0772
H -2.6616 -2.0202 -1.3701  0.0612
H 2.1004 -2.4549 4.5654  0.0946
H -3.7791 2.9051 0.3901  0.0317
H 1.0646 -2.0997 -2.2568  0.0701
H 6.9156 1.6192 1.3175  0.0853
H 3.2178 0.3341 -0.2453  0.0744
H -2.7095 0.3438 2.4911  0.0455
H -3.6597 -7.2892 4.0863  0.0541
H 1.6018 1.7481 0.7447  0.1052
H -0.2980 -1.4211 6.2254  0.0928
H -3.0077 -1.2606 1.9513  0.0084
H -6.3065 -4.5830 -0.1552  0.0927
H 3.0947 1.9294 -5.1316  0.0697
H -4.3749 -3.2575 -0.1686  0.1096
H 5.4478 -1.9163 -0.9531  0.0728
H -3.6338 4.6450 -2.1570  -0.0155
H -1.6403 -1.2205 5.0860  0.0689
H 7.0067 -0.1245 0.8305  0.1046
H -2.6803 -5.1946 5.0361  0.0414
H -2.9276 -2.9041 -2.8655  0.0747
H -0.6733 5.0334 -5.7799  0.0550
H -7.0318 -3.7526 -1.5017  0.1184
H -5.7831 2.9721 3.9343  0.1059
H -4.3822 -4.8331 4.7081  0.0508
H -5.0409 -2.2530 -1.4418  0.1215
H 3.0791 4.1248 2.7925  0.0982
H -3.0527 3.8670 -5.6568  0.0565
H -2.8501 3.7677 -3.9380  0.0044
H 2.5019 -0.0140 -1.9012  0.0897



No. 3
ORCA calculation (ωB97M-V/def2-TZVPD) on 7 unconnected molecules or ions with the total composition CH16O6.

Its SMILES is C.O.O.O.O.O.O. The value obtained for the total energy is -499.10182 a.u. The calculation puts the LUMO energy at 0.11 eV. As for the charge: 0.

Last column: natural (NBO) charge in e.
Element x y z (Å)
O -1.6361 -1.4024 2.3525  -0.9299
O 1.1826 0.6623 -3.0858  -0.9662
O 0.1279 1.4699 0.5089  -0.9370
O 2.7989 0.3927 -0.5926  -0.9450
O -0.9319 -1.9580 -0.6237  -0.9644
O -4.1654 -3.5514 -3.0310  -0.9384
C 1.9178 2.9001 2.9556  -0.8490
H 2.7550 -0.5645 -0.7142  0.4593
H 2.9167 2.7418 2.5731  0.2182
H 0.3169 0.7101 1.0681  0.4711
H 1.8181 3.3797 3.9053  0.2101
H -0.5246 -2.3361 -1.4046  0.4899
H 1.3989 1.9486 3.0991  0.2014
H 1.3323 3.4498 2.2299  0.2186
H -1.7325 -2.2374 1.8987  0.4766
H 1.8845 0.5351 -0.2962  0.4831
H 2.0877 0.5356 -2.7885  0.4897
H -1.4286 -1.1740 -0.8563  0.4740
H -0.7693 1.3701 0.1832  0.4732
H 1.1463 1.3301 -3.7712  0.4728
H -1.3862 -0.8158 1.6336  0.4532
H -4.4164 -4.4352 -2.7477  0.4701
H -4.6927 -2.9510 -2.4964  0.4684



In the order shown, the computed ΔE to the lowest compared entry with this formula, charge and spin values come out to 0.656; 0.000; 1.363 eV.